Computed, not measured: 5 unconnected molecules or ions with the total composition C17H30ClO9 in a non-equilibrium geometry, with ωB97M-V/def2-TZVPD.

Calculated values
charge	-1
DFT total energy	-49061.999	eV
frontier orbital gap	6.13	eV
spin multiplicity	1
HOMO level	-4.050	eV
E_LUMO	2.1	eV

Each atom is followed by the atoms it is bonded to, with distances in Å.
Atoms and positions in Å:
1 O 6.541 -0.078 -1.980  C2 1.336
2 C 5.485 0.740 -1.986  O1 1.336, O3 1.501, O4 1.471
3 O 5.528 1.860 -0.988  C2 1.501
4 O 4.331 0.681 -2.896  C2 1.471, C5 1.471
5 C 3.608 -0.597 -2.808  O4 1.471, O6 1.338, O7 1.489
6 O 4.151 -1.815 -2.699  C5 1.338
7 O 2.125 -0.535 -2.909  C5 1.489, C8 1.474
8 C 1.520 -0.194 -1.609  O7 1.474, C9 1.649, H12 1.188, H13 1.174
9 C -0.126 -0.269 -1.660  C8 1.649, C10 1.646, H14 1.192, H15 1.192
10 C -0.836 0.983 -2.458  C9 1.646, Cl11 1.857, H16 1.185, H17 1.191
11 Cl -0.374 1.109 -4.253  C10 1.857
12 H 1.880 -1.034 -0.848  C8 1.188
13 H 1.868 0.840 -1.174  C8 1.174
14 H -0.518 -1.324 -2.055  C9 1.192
15 H -0.497 -0.194 -0.530  C9 1.192
16 H -0.686 2.015 -1.895  C10 1.185
17 H -2.007 0.771 -2.420  C10 1.191
18 C -4.325 -0.457 -0.631  C19 1.505, H22 1.095, H23 1.093, H24 1.093
19 C -3.751 0.789 -0.011  C18 1.505, O20 1.230, C21 1.505
20 O -2.634 1.200 -0.320  C19 1.230
21 C -4.598 1.513 1.001  C19 1.505, H25 1.093, H26 1.093, H27 1.095
22 H -3.604 -0.873 -1.343  C18 1.095
23 H -4.521 -1.201 0.144  C18 1.093
24 H -5.246 -0.214 -1.168  C18 1.093
25 H -4.806 0.856 1.849  C21 1.093
26 H -5.531 1.843 0.537  C21 1.093
27 H -4.056 2.393 1.364  C21 1.095
28 C -0.706 -6.170 -1.190  C29 1.505, H32 1.095, H33 1.093, H34 1.093
29 C -0.254 -4.824 -1.687  C28 1.505, O30 1.230, C31 1.505
30 O -0.098 -3.877 -0.917  C29 1.230
31 C 0.001 -4.679 -3.164  C29 1.505, H35 1.093, H36 1.093, H37 1.095
32 H -0.851 -6.127 -0.105  C28 1.095
33 H -1.655 -6.440 -1.659  C28 1.093
34 H 0.055 -6.923 -1.411  C28 1.093
35 H -0.917 -4.883 -3.721  C31 1.093
36 H 0.794 -5.365 -3.473  C31 1.093
37 H 0.322 -3.654 -3.378  C31 1.095
38 C 3.981 3.542 2.395  C39 1.505, H42 1.095, H43 1.093, H44 1.093
39 C 2.931 3.813 1.351  C38 1.505, O40 1.230, C41 1.505
40 O 2.252 2.903 0.877  C39 1.230
41 C 2.745 5.239 0.908  C39 1.505, H45 1.093, H46 1.093, H47 1.095
42 H 4.005 2.470 2.617  C38 1.095
43 H 4.963 3.843 2.022  C38 1.093
44 H 3.740 4.084 3.313  C38 1.093
45 H 3.671 5.616 0.469  C41 1.093
46 H 2.449 5.857 1.760  C41 1.093
47 H 1.954 5.284 0.152  C41 1.095
48 C -1.031 1.064 3.405  C49 1.505, H52 1.095, H53 1.093, H54 1.093
49 C -2.010 -0.076 3.319  C48 1.505, O50 1.230, C51 1.505
50 O -2.371 -0.527 2.233  C49 1.230
51 C -2.531 -0.643 4.612  C49 1.505, H55 1.093, H56 1.093, H57 1.095
52 H -0.741 1.370 2.394  C48 1.095
53 H -1.495 1.915 3.909  C48 1.093
54 H -0.135 0.744 3.944  C48 1.093
55 H -3.062 0.132 5.170  C51 1.093
56 H -1.702 -1.038 5.205  C51 1.093
57 H -3.228 -1.459 4.396  C51 1.095